Record 1
Here is a structure of composition C12H27AlF3N4O3 from the OMol25 dataset. Energies are from the ωB97M-V functional and the def2-TZVPD basis.

Geometry as XYZ:
```
50
C12H27AlF3N4O3 (the ωB97M-V functional and the def2-TZVPD basis)
N 3.38872 3.07526 -0.76911
C 2.98444 3.24637 -1.97902
C 2.75670 4.52887 -2.69584
Al 0.79875 5.01432 -3.02544
C -0.40790 3.55962 -2.20563
F -0.19754 3.27812 -0.85504
F -1.75854 3.88454 -2.26397
F -0.32881 2.31940 -2.82294
H 3.56213 3.99134 -0.34458
H 2.75728 2.31439 -2.51788
H 3.22283 5.34479 -2.12338
H 3.23312 4.49078 -3.68903
H 0.49034 5.08117 -4.61089
H 0.45462 6.40568 -2.27441
C -0.71212 0.02455 -0.86232
C -1.26925 -1.31704 -0.46892
O -0.95977 -2.35961 -1.03265
N -2.15147 -1.34202 0.56812
C -2.64253 -0.23181 1.36710
H -0.04366 -0.09789 -1.70718
H -1.50247 0.71585 -1.15124
H -0.15987 0.47396 -0.03645
H -2.49005 -2.26655 0.77975
H -2.40312 -0.38247 2.41877
H -3.72809 -0.14966 1.27412
H -2.20013 0.69901 1.02775
C 2.03046 -1.88101 -2.62234
C 2.82290 -0.73281 -3.20684
O 2.29204 0.22334 -3.73607
N 4.18360 -0.79399 -3.10251
C 4.98788 -1.82370 -2.48810
H 0.97488 -1.68873 -2.78390
H 2.29477 -2.82498 -3.10236
H 2.21335 -1.97343 -1.55116
H 4.64924 0.01417 -3.48361
H 5.56661 -1.42321 -1.65263
H 5.68226 -2.26482 -3.20773
H 4.34921 -2.61430 -2.10695
C -4.32813 -2.61554 3.92673
C -3.54946 -1.70878 4.85387
O -3.38699 -0.52799 4.60831
N -3.02123 -2.26657 5.97810
C -3.10159 -3.64199 6.41958
H -4.67294 -2.01803 3.08827
H -3.70183 -3.42779 3.55510
H -5.19093 -3.04963 4.43354
H -2.50779 -1.61181 6.54647
H -3.59041 -3.71274 7.39324
H -2.10748 -4.08556 6.49985
H -3.67589 -4.22800 5.70933
```

Output
Charge: -1
HOMO energy (eV): -5.160

***

Record 2
Here is a cluster of 5 separate species, C12H27Br4NO2S2 in total at a distorted geometry from the OMol25 dataset. Energies are from the ωB97M-V functional and the def2-TZVPD basis.

Geometry as XYZ:
```
48
C12H27Br4NO2S2 (the ωB97M-V functional and the def2-TZVPD basis)
C 0.11432 2.00416 0.14722
C 1.50017 2.41555 0.66434
C 2.61955 1.89556 -0.23263
C 2.68129 0.42707 -0.23743
N 2.70316 -0.72216 -0.23984
H -0.08824 2.33809 -0.87487
H -0.66556 2.41806 0.78495
H -0.01660 0.91585 0.12860
H 1.60715 2.07315 1.69378
H 1.52184 3.50747 0.68454
H 3.62445 2.26953 -0.04030
H 2.40879 2.14249 -1.28190
C 0.71863 -4.19610 5.46247
S -0.08680 -2.82492 4.62356
O -0.04701 -1.71565 5.60876
C 1.21407 -2.53017 3.44779
H 0.06585 -4.54951 6.25204
H 1.57756 -3.70611 5.93442
H 1.10126 -4.95332 4.78329
H 2.18195 -2.44848 3.94998
H 1.01054 -1.59760 2.93837
H 1.27745 -3.37209 2.75609
C -3.81411 -3.67565 0.11520
S -2.83242 -2.20035 -0.17980
O -3.79876 -1.08521 -0.29730
C -2.22710 -2.11446 1.50356
H -4.36912 -3.54025 1.04088
H -3.13101 -4.52707 0.15650
H -4.49564 -3.82551 -0.71734
H -1.80178 -3.06812 1.81764
H -3.09963 -1.86589 2.10549
H -1.45881 -1.34860 1.57188
Br -3.11498 2.49082 -2.32859
C -2.24600 0.76052 -2.33156
C -1.13082 0.66040 -3.28265
Br -1.56575 1.09214 -5.11778
H -3.06692 0.06855 -2.47750
H -1.90655 0.61819 -1.30980
H -0.69160 -0.33366 -3.28336
H -0.35539 1.38042 -3.02523
Br 4.01042 3.26479 -2.50069
C 2.23039 3.38479 -3.27886
C 2.27196 4.31070 -4.46526
Br 0.55936 4.26217 -5.33879
H 1.61852 3.79833 -2.48150
H 1.85232 2.39869 -3.52972
H 3.02225 3.98678 -5.17874
H 2.51736 5.31661 -4.13990
```

Output
HOMO energy (eV): -9.203

***

Record 3
Here is a structure of composition C12H27Br4O5Zr at a distorted geometry from the OMol25 dataset. Energies are from the ωB97M-V functional and the def2-TZVPD basis.

Geometry as XYZ:
```
49
C12H27Br4O5Zr (the ωB97M-V functional and the def2-TZVPD basis)
Zr 9.53411 8.30292 10.78863
O 11.19409 7.89660 10.09946
H 12.02521 8.30216 10.29244
O 8.65789 9.22116 9.43139
H 8.41362 9.72503 8.63813
O 9.27263 9.58429 12.20737
H 8.80290 10.43493 12.19459
C 11.09529 5.06768 13.61233
C 10.33203 5.88984 14.72988
C 10.11576 7.31131 14.07160
O 10.37181 7.12019 12.64685
C 11.38483 6.10414 12.48650
H 10.42803 4.23938 13.25488
H 12.00962 4.57493 14.01276
H 10.95572 6.08788 15.59691
H 9.38123 5.47889 15.01816
H 10.83316 8.07384 14.48656
H 9.17947 7.73348 14.15055
H 12.37187 6.53234 12.64002
H 11.41486 5.66331 11.52440
C 5.58101 6.33203 11.77760
C 6.46380 5.24277 12.26233
C 7.81570 5.49090 11.75348
O 7.72310 6.91083 11.18599
C 6.41989 7.05362 10.68634
H 5.28253 7.03564 12.56311
H 4.57535 5.99263 11.40891
H 6.15389 4.33736 11.82331
H 6.39277 5.04453 13.31646
H 8.03024 4.75645 10.99014
H 8.61570 5.52208 12.47905
H 6.37721 6.42509 9.74737
H 6.12464 8.10053 10.60470
Br 4.09312 6.43739 5.44563
C 5.11968 8.04409 5.96954
C 6.51649 7.53615 6.07229
Br 7.79400 9.07171 6.09545
H 4.73584 8.48447 6.82660
H 4.89621 8.70536 5.17800
H 6.81006 6.96876 5.17218
H 6.65217 7.06237 7.02859
Br 9.22834 4.48803 8.68890
C 9.38702 5.65174 7.15049
C 10.73100 5.34005 6.59530
Br 11.27446 6.63819 5.09813
H 9.29905 6.71954 7.38010
H 8.60811 5.34144 6.40749
H 10.72150 4.35997 6.12168
H 11.46276 5.44882 7.38623
```

Output
Charge: +1
HOMO energy (eV): -12.485

***

Record 4
Here is a cluster of 3 separate species, C12H27Cl2N3O2P in total at a distorted geometry from the OMol25 dataset. Energies are from the ωB97M-V functional and the def2-TZVPD basis.

Geometry as XYZ:
```
47
C12H27Cl2N3O2P (the ωB97M-V functional and the def2-TZVPD basis)
C 0.89470 -2.37442 -0.12069
C -0.21147 -2.67494 -0.56149
C -1.65117 -2.83382 -1.19476
P -2.93062 -2.74229 0.22874
N -4.10742 -3.83863 -0.62737
C -3.79330 -1.13569 -0.39652
Cl -4.41724 -1.20793 -2.15158
C -3.05886 0.23606 -0.07830
C -1.72139 0.51061 -0.86520
Cl -2.85721 0.53842 1.73637
H 1.72132 -2.12802 0.62100
H -1.63670 -3.87627 -1.65529
H -1.71029 -2.04338 -1.99216
H -3.83184 -2.75700 1.37185
H -2.33384 -3.96638 0.77542
H -1.94006 -2.00794 1.01433
H -3.83669 -3.98183 -1.60267
H -5.06469 -3.49211 -0.53098
H -4.76335 -1.07348 0.20174
H -3.78678 1.04968 -0.40270
H -1.59611 1.64399 -0.90439
H -0.85860 0.13499 -0.24374
H -1.71236 0.15587 -1.93039
C -1.30771 3.50653 2.08312
C -1.45896 4.34065 0.83852
O -2.31548 4.11235 -0.00158
N -0.59552 5.38450 0.66565
C 0.47503 5.80642 1.54408
H -2.05817 2.71414 2.08693
H -0.31815 3.04455 2.10570
H -1.45463 4.12918 2.96936
H -0.75102 5.90118 -0.18670
H 0.28713 6.83859 1.84933
H 1.41587 5.76219 0.99081
H 0.54953 5.17906 2.42843
C 5.99690 -2.14334 0.52603
C 4.62876 -1.57609 0.24731
O 3.77546 -1.47635 1.11522
N 4.35792 -1.16852 -1.02147
C 5.23282 -1.20731 -2.17390
H 6.06624 -2.42445 1.57562
H 6.16411 -3.03401 -0.08324
H 6.76311 -1.39382 0.31630
H 3.42383 -0.80073 -1.13756
H 5.35597 -0.18926 -2.55004
H 4.76189 -1.81979 -2.94555
H 6.20905 -1.62118 -1.93359
```

Output
Charge: -1
HOMO energy (eV): -3.749

***

Record 5
Here is a structure of composition C12H27Cl2O5OsP2 at a distorted geometry from the OMol25 dataset. Energies are from the ωB97M-V functional and the def2-TZVPD basis.

Geometry as XYZ:
```
49
C12H27Cl2O5OsP2 (the ωB97M-V functional and the def2-TZVPD basis)
C -3.22631 -1.12242 -0.45772
C -1.85008 -0.83549 -0.97702
H -3.76352 -1.69772 -1.22739
H -3.76988 -0.18096 -0.25826
H -3.19837 -1.74623 0.43999
O -1.71920 -0.41620 -2.12194
Cl -1.52807 -0.19230 1.94492
Os -0.19429 -1.19040 0.17264
P -0.41018 -3.21765 1.10213
C 0.36443 -4.55198 0.13194
C 0.24609 -3.48473 2.79221
H -2.65781 -3.08216 1.99686
H -2.15011 -4.77752 1.68116
H -2.64817 -3.73915 0.30566
C -2.14480 -3.75043 1.28552
H -0.08091 -2.66257 3.43703
H -0.14915 -4.44172 3.15414
H 0.12621 -5.51295 0.61209
H 1.45421 -4.39831 0.12411
H 1.33914 -3.51185 2.75309
H -0.02326 -4.52899 -0.89922
C 0.81156 -1.82422 -1.28439
O 1.44216 -2.22082 -2.18603
Cl 1.78134 -0.99428 1.46338
C 4.29362 1.64094 -1.49865
C 3.39950 1.23660 -0.37337
O 2.08901 0.70092 -0.73292
P 0.70369 1.35324 -1.43462
O 1.17122 2.89984 -1.61643
C 1.46712 3.85911 -0.59648
C 0.73429 3.77714 0.71130
O -0.66429 1.66894 -0.42135
C -1.76143 2.37945 -1.12699
C -2.81382 2.88860 -0.20460
H 4.35560 0.87978 -2.27168
H 5.27843 1.83517 -1.07562
H 4.02844 2.59635 -1.94446
H 3.88276 0.45931 0.21929
H 3.19097 2.06665 0.30257
H 2.54850 3.80041 -0.46122
H 1.22583 4.78776 -1.12276
H 0.83384 2.82557 1.25219
H 1.19448 4.55180 1.33689
H -0.33244 3.99830 0.58076
H -1.34437 3.20448 -1.72741
H -2.18392 1.63774 -1.80761
H -2.49451 3.73636 0.39802
H -3.66263 3.18930 -0.81397
H -3.19092 2.10730 0.44421
```

Output
ΔE to the lowest compared entry with this formula, charge and spin (eV): 0.000
Spin multiplicity: 5
Charge: +3
⟨S²⟩: 6.04
HOMO energy (spin up / spin down) (eV): -20.183 / -20.116